Entry 1:
Molecular formula: C3H9NO2
Method: DFT, the ωB97M-V functional and the def2-TZVPD basis

Last column: Mulliken charge in e.
Positions of all 15 atoms, in Å:
C: -1.4293 0.6548 3.0056  -1.046
C: -0.5057 -0.5107 2.3805  -0.377
C: 0.0047 -0.3165 0.9294  0.474
N: 0.8566 0.8457 0.8996  -0.441
O: 0.3543 -1.2945 0.2605  -0.568
H: -0.9654 1.6896 2.9989  0.305
H: -1.6866 0.4279 4.0202  0.326
H: -2.3227 0.7379 2.3308  0.281
H: 0.2487 -0.7541 3.1201  0.310
H: -1.1966 -1.3504 2.3170  0.251
H: 0.4536 1.6609 1.4468  0.221
H: 1.5418 0.7748 0.0377  0.264
H: 0.3518 0.2434 -7.0175  0.293
H: 0.1760 0.7541 -5.7503  0.313
O: 0.7687 0.1608 -6.2222  -0.606

highest occupied orbital energy: -0.3626 Ha
total charge: 0
frontier orbital gap: 10.5 eV
multiplicity: 1
LUMO: 0.644 eV
energy relative to the best compared isomer or geometry (same formula, charge and spin): 2.070 eV


Entry 2:
Molecular formula: C3H9NO2
Method: DFT, the ωB97M-V functional and the def2-TZVPD basis

Last column: Mulliken charge in e.
Positions of all 15 atoms, in Å:
C: -0.1805 0.2275 -2.3051  -0.865
C: -1.0506 -0.7011 -1.5121  0.592
O: -1.2632 -1.8461 -1.8629  -0.608
N: -1.5706 -0.2275 -0.3373  -0.317
H: -2.4530 -0.5305 0.0338  0.182
H: -1.1755 0.5557 0.1572  0.203
H: -0.7385 0.7285 -3.0956  0.273
H: 0.5826 -0.3740 -2.7674  0.268
H: 0.2151 1.0317 -1.6821  0.294
C: 1.4726 0.3754 2.4877  -0.550
O: 0.3683 -0.1828 1.7759  -0.486
H: 0.6660 -0.7202 1.0329  0.289
H: 1.0873 1.2615 2.9779  0.220
H: 1.7774 -0.3052 3.2846  0.235
H: 2.2625 0.7069 1.8125  0.270

highest occupied orbital energy: -0.3578 Ha
total charge: 0
frontier orbital gap: 10.4 eV
multiplicity: 1
LUMO: 0.710 eV
energy relative to the best compared isomer or geometry (same formula, charge and spin): 1.083 eV


Entry 3:
Molecular formula: C3H9NO2
Method: DFT, the ωB97M-V functional and the def2-TZVPD basis

Last column: Mulliken charge in e.
Positions of all 15 atoms, in Å:
O: 1.0871 -0.3995 -1.5391  -0.471
C: 1.1869 -0.1862 -0.3548  -0.092
C: -0.0196 0.1366 0.5343  0.487
C: -0.1072 -0.9641 1.5934  -1.341
N: 0.3255 1.5095 0.9346  -0.664
H: 2.1113 -0.1681 0.2562  0.319
H: -0.9317 0.0949 -0.0668  0.213
H: -0.8988 -0.7967 2.3090  0.359
H: 0.8374 -1.0249 2.1438  0.352
H: -0.2080 -1.9003 1.0406  0.353
H: 0.1384 1.7743 1.9011  0.230
H: -0.2631 2.1375 0.3954  0.234
H: -1.0445 -0.3488 -2.2846  0.359
H: -0.8119 0.0300 -3.8086  0.306
O: -1.4017 0.1058 -3.0546  -0.646

highest occupied orbital energy: -0.3541 Ha
total charge: 0
frontier orbital gap: 10.5 eV
multiplicity: 1
LUMO: 0.893 eV
energy relative to the best compared isomer or geometry (same formula, charge and spin): 1.554 eV


Entry 4:
Molecular formula: C3H9NO2
Method: DFT, the ωB97M-V functional and the def2-TZVPD basis

Last column: Mulliken charge in e.
Positions of all 15 atoms, in Å:
C: -0.6362 1.8889 -0.1481  -0.464
N: -1.6806 2.5009 -0.9447  -0.430
H: -0.0864 -3.8740 0.1868  0.339
H: -1.4630 2.9595 -1.8068  0.159
H: -2.6290 2.2829 -0.7327  0.168
H: -1.1434 0.9237 0.2470  0.133
H: -0.5084 2.4521 0.7861  0.233
H: 0.3046 1.4372 -0.5179  0.230
C: 1.5896 -1.1142 0.2265  -0.461
C: 0.6484 -2.1478 0.6857  0.599
O: -0.3375 -1.8610 1.3274  -0.553
O: 0.7238 -3.3586 0.0918  -0.463
H: 0.9701 -0.3273 -0.2153  -0.124
H: 2.4767 -1.2394 -0.3552  0.365
H: 1.7713 -0.5228 1.1693  0.267

highest occupied orbital energy: -0.3170 Ha
total charge: 0
frontier orbital gap: 9.4 eV
multiplicity: 1
LUMO: 0.734 eV
energy relative to the best compared isomer or geometry (same formula, charge and spin): 1.834 eV


Entry 5:
Molecular formula: C3H9NO2
Method: DFT, the ωB97M-V functional and the def2-TZVPD basis

Last column: Mulliken charge in e.
Positions of all 15 atoms, in Å:
C: -1.7883 1.1154 0.8959  -0.837
N: -1.1143 0.1205 1.7453  -0.442
H: -1.5261 -0.7964 1.6678  0.179
H: -0.7885 0.4096 2.6457  0.172
H: 0.3775 0.6850 -0.3002  0.292
H: -1.1216 1.9607 0.7375  0.320
H: -2.5432 1.6120 1.5244  0.284
H: -2.1594 0.7145 -0.0383  0.353
C: 1.8968 -1.2522 -0.8729  -0.832
C: 1.0262 -0.3978 -1.7836  0.650
O: 0.3953 0.6710 -1.2696  -0.443
O: 1.0063 -0.5869 -2.9647  -0.548
H: 1.8950 -0.9210 0.1715  0.347
H: 2.8884 -1.0574 -1.2670  0.254
H: 1.5560 -2.2768 -0.8915  0.253

highest occupied orbital energy: -0.3449 Ha
total charge: 0
frontier orbital gap: 10.1 eV
multiplicity: 1
LUMO: 0.729 eV
energy relative to the best compared isomer or geometry (same formula, charge and spin): 1.130 eV


Entry 6:
Molecular formula: C3H9NO2
Method: DFT, the ωB97M-V functional and the def2-TZVPD basis

Last column: Mulliken charge in e.
Positions of all 15 atoms, in Å:
C: 1.9143 -0.0054 -0.4680  -0.963
C: 0.5370 -0.8522 -0.5623  0.593
C: -1.7954 -0.7453 0.2251  -0.788
H: 1.8782 0.9834 -0.0050  0.266
H: 1.9765 0.2322 -1.4571  0.321
H: 2.6114 -0.8307 -0.2787  0.292
H: -0.3526 0.6401 0.7465  0.253
H: -1.5856 -1.8344 -0.0897  0.273
H: -1.9807 -0.6221 1.4471  0.213
H: -2.6747 -0.3531 -0.2379  0.257
H: -1.7649 3.4108 1.3068  0.356
H: -0.2155 2.8461 2.2843  0.348
N: -0.5058 -0.2194 0.1013  -0.078
O: 0.4700 -1.8985 -1.1930  -0.622
O: -0.2558 2.7336 1.2437  -0.721

highest occupied orbital energy: -0.3370 Ha
total charge: 0
frontier orbital gap: 7.2 eV
multiplicity: 1
LUMO: -1.971 eV
energy relative to the best compared isomer or geometry (same formula, charge and spin): 5.612 eV


Entry 7:
Molecular formula: C3H9NO2
Method: DFT, the ωB97M-V functional and the def2-TZVPD basis

Last column: Mulliken charge in e.
Positions of all 15 atoms, in Å:
C: -1.6476 -1.4366 1.6331  -0.986
C: -1.6165 -2.0687 0.2304  -0.474
C: -0.7733 -1.2811 -0.7536  0.524
N: -0.6734 -1.8338 -2.0122  -0.445
O: -0.2018 -0.2561 -0.4607  -0.583
H: -2.4914 -0.7627 1.7648  0.269
H: -0.7396 -0.8759 1.8423  0.289
H: -1.7137 -2.2607 2.3494  0.302
H: -1.4783 -3.1407 0.2778  0.359
H: -2.6234 -1.9396 -0.1823  0.272
H: -1.2921 -2.6035 -2.2369  0.222
H: -0.5371 -1.1954 -2.7804  0.252
H: 3.4334 6.0382 1.4380  0.320
H: 3.9529 5.1349 0.2844  0.322
O: 4.2168 5.6246 1.0694  -0.642

highest occupied orbital energy: -0.3668 Ha
total charge: 0
frontier orbital gap: 10.8 eV
multiplicity: 1
LUMO: 0.832 eV
energy relative to the best compared isomer or geometry (same formula, charge and spin): 0.558 eV


Entry 8:
Molecular formula: C3H9NO2
Method: DFT, the ωB97M-V functional and the def2-TZVPD basis

Last column: Mulliken charge in e.
Positions of all 15 atoms, in Å:
C: 1.9601 -0.3282 0.8309  -0.835
C: 1.9394 -0.5951 -0.6864  0.608
O: 0.6866 -0.9197 -1.1226  -0.413
O: 2.8245 -0.2728 -1.4211  -0.514
H: 1.5389 -1.1451 1.4071  0.286
H: 1.4008 0.5936 0.9538  0.249
H: 2.9310 0.1003 1.0989  0.325
C: -1.8934 0.9745 -0.1211  -0.726
N: -1.6363 -0.4766 0.0484  -0.528
H: -2.2913 -0.9622 -0.5524  0.187
H: 0.1302 -0.1740 -0.8410  0.289
H: -1.7411 -0.8241 0.9919  0.204
H: -1.2820 1.2947 -0.9624  0.258
H: -1.6471 1.5228 0.7886  0.278
H: -2.9205 1.2120 -0.4125  0.331

highest occupied orbital energy: -0.3554 Ha
total charge: 0
frontier orbital gap: 10.3 eV
multiplicity: 1
LUMO: 0.667 eV
energy relative to the best compared isomer or geometry (same formula, charge and spin): 1.651 eV


Question: The highest energy relative to the best compared isomer or geometry (same formula, charge and spin) belongs to which entry?
Answer: number 6